No. 1
31
Properties=species:S:1:pos:R:3:lowdin_charge:R:1 method="wB97M-V/def2-TZVPD" e_tot_ev=-30203.33262 homo_ev=-17.020 charge=+2 homo_lumo_gap_ev=8.34
C -2.8647 5.1841 0.1759 -0.02
N -2.3226 3.7814 0.0582 -0.12
C -3.1471 2.6203 -0.1961 0.08
C -2.5765 1.1573 -0.2741 0.08
C -1.0572 0.9651 -0.0502 -0.10
C -0.2674 -0.4096 -0.0784 -0.08
C 0.7848 -0.5899 -1.2412 0.08
C 1.6250 -1.8879 -1.3032 0.10
N 1.4672 -2.9488 -0.3098 0.03
C 2.3377 -4.1765 -0.3816 -0.27
F 2.8154 -4.4260 -1.6838 0.13
F 1.7183 -5.3062 0.1897 0.13
C 3.6545 -3.8328 0.5326 -0.28
F 3.7504 -4.6604 1.6687 0.12
F 4.8359 -4.0108 -0.2420 0.12
F 3.5767 -2.4922 1.0348 0.08
C 0.4744 -2.8147 0.7394 0.10
C -0.4396 -1.5807 0.9329 0.09
C -0.1944 2.2584 0.2122 0.07
C -0.8923 3.6376 0.2605 0.05
H -4.0184 5.1997 0.2311 0.13
H -2.5113 5.6341 1.1827 0.13
H -2.4680 5.8864 -0.6384 0.13
H -4.2696 2.8209 -0.3406 0.16
H -3.2559 0.2524 -0.4661 0.14
H 0.9499 0.2462 -2.0177 0.14
H 2.4035 -2.0195 -2.1443 0.17
H 0.3791 -3.6777 1.4752 0.16
H -1.1977 -1.5183 1.7820 0.14
H 0.9275 2.1658 0.4026 0.13
H -0.2175 4.5423 0.4889 0.16

---

No. 2
44
Properties=species:S:1:pos:R:3:lowdin_charge:R:1 method="wB97M-V/def2-TZVPD" de_lowest_kj_mol=0.00 e_tot_ev=-74316.09182 homo_ev="-11.372 / -11.371" charge=+1 homo_lumo_gap_ev="7.50 / 7.50"
W -1.2152 -0.1152 0.5892 1.71
N -2.3559 -2.3809 -2.8102 0.07
C -2.4893 -1.2517 -2.1189 -0.06
N -1.6446 -1.3093 -1.1048 -0.02
C -1.0319 -2.5223 -1.2270 -0.27
N -1.4453 -3.2058 -2.2592 0.17
C -0.0516 -2.8579 -0.2116 -0.15
C 0.7081 -4.0149 -0.1823 -0.02
N 1.5914 -4.2414 0.7792 0.13
C 1.7188 -3.3053 1.7096 -0.06
C 0.9671 -2.1395 1.7014 -0.08
N 0.0757 -1.9116 0.7368 -0.01
H -2.8461 -2.6616 -3.6457 0.18
H -3.1591 -0.4402 -2.3471 0.16
H 0.5863 -4.7639 -0.9547 0.13
H 2.4435 -3.4748 2.4948 0.13
H 1.0884 -1.3903 2.4685 0.12
O -1.0126 -0.2799 2.8380 -0.21
P -2.5809 -0.8641 2.8909 0.31
O -3.0182 -1.5471 4.0817 -0.17
O -2.4337 -1.5367 1.5169 -0.35
O -3.4040 0.5397 2.6602 -0.21
P -3.0440 1.4428 1.3854 0.24
O -3.9916 2.6662 1.4701 -0.01
O -3.1603 0.6010 0.1155 -0.32
O -1.5676 1.8339 1.4251 -0.31
H -0.7997 0.5085 3.3629 0.13
H -4.8348 2.5566 1.9302 0.12
O 2.7717 1.1417 1.9264 -0.25
S 2.4280 0.7007 0.6142 0.69
O 2.9101 -0.5640 0.1460 -0.26
N 0.7634 0.7284 0.4275 -0.16
C 0.4194 1.4085 -0.6611 -0.46
O -0.7756 1.2053 -1.0316 -0.07
C 1.4794 2.2218 -1.2610 -0.12
C 1.4230 3.1421 -2.2913 0.02
C 2.6024 3.7853 -2.6460 -0.03
C 3.7965 3.5084 -1.9884 -0.03
C 3.8533 2.5770 -0.9545 -0.01
C 2.6762 1.9510 -0.6146 -0.20
H 0.4889 3.3591 -2.7912 0.13
H 2.5919 4.5163 -3.4425 0.12
H 4.6987 4.0262 -2.2838 0.12
H 4.7802 2.3579 -0.4427 0.13

---

No. 3
44
Properties=species:S:1:pos:R:3:lowdin_charge:R:1 method="wB97M-V/def2-TZVPD" de_lowest_kj_mol=82.80 e_tot_ev=-74315.23363 homo_ev="-11.731 / -11.431" charge=+1 homo_lumo_gap_ev="7.03 / 7.18"
W -0.5386 0.5152 0.5148 1.78
N -4.4859 -0.2947 1.8722 0.08
C -3.4902 0.5864 1.8618 -0.03
N -2.5358 0.0813 1.0993 -0.01
C -2.9996 -1.1326 0.7051 -0.28
N -4.1933 -1.4031 1.1469 0.18
C -2.1022 -2.0372 -0.0523 -0.15
C -2.4812 -3.2952 -0.4724 -0.02
N -1.6133 -4.0971 -1.0953 0.13
C -0.3850 -3.6521 -1.2785 -0.06
C 0.0197 -2.3796 -0.8568 -0.05
N -0.8562 -1.5894 -0.2627 0.00
H -5.3727 -0.2196 2.3482 0.18
H -3.4744 1.5311 2.3804 0.16
H -3.4855 -3.6603 -0.3024 0.13
H 0.3239 -4.3066 -1.7705 0.12
H 1.0260 -2.0093 -0.9938 0.12
O 2.2458 -1.5920 2.5896 -0.01
P 1.2496 -0.4836 2.1750 0.27
O -0.2439 -0.8104 2.2002 -0.32
O 1.3949 -0.1568 0.6584 -0.34
O 1.4931 0.7656 3.0854 -0.21
P 0.1944 1.8108 3.3990 0.30
O 0.9375 3.1793 3.5369 -0.05
O -0.5411 1.3721 4.5697 -0.21
O -0.5502 1.8365 2.0238 -0.42
H 2.7589 -1.4408 3.3947 0.13
H 1.4178 3.4150 2.7249 0.08
O 1.5664 4.1779 -1.0334 -0.22
S 1.4217 2.8376 -0.5818 0.70
O 1.9232 2.5618 0.7380 -0.30
N -0.2084 2.2983 -0.5940 -0.11
C -0.3839 1.2780 -1.4964 -0.54
O -1.5233 0.6856 -1.3134 -0.08
C 0.8333 0.9116 -2.2689 -0.16
C 0.9986 0.0000 -3.2926 0.00
C 2.2790 -0.1655 -3.8172 -0.04
C 3.3529 0.5761 -3.3408 -0.03
C 3.1821 1.5196 -2.3306 0.00
C 1.9132 1.6618 -1.8146 -0.22
H 0.1581 -0.5570 -3.6861 0.13
H 2.4335 -0.8703 -4.6231 0.12
H 4.3334 0.4316 -3.7739 0.12
H 4.0075 2.1200 -1.9726 0.14

---

No. 4
35
Properties=species:S:1:pos:R:3:lowdin_charge:R:1 method="wB97M-V/def2-TZVPD" e_tot_ev=-43831.87748 homo_ev=-4.799 charge=-1 homo_lumo_gap_ev=7.31
F 3.4836 -1.5176 2.3388 0.06
C 2.3610 -1.6782 1.5921 -0.74
F 1.7011 -2.8056 1.9383 0.08
F 1.5307 -0.6183 1.8323 0.09
S 2.8763 -1.9181 -0.2376 1.04
N -0.9513 -1.6952 1.0079 0.13
C -1.8609 -0.8274 1.5134 -0.55
O -1.7834 0.4055 1.5782 -0.04
C -3.0971 -1.5917 2.0288 -0.14
C -2.7902 -3.0366 1.7891 -0.14
C -1.4379 -2.9963 1.0772 -0.52
O -0.9203 -4.0289 0.6316 -0.04
H -3.2443 -1.3992 3.0931 0.10
H -4.0224 -1.2603 1.5488 0.10
H -2.7166 -3.5661 2.7463 0.10
H -3.5164 -3.6072 1.2031 0.10
C -1.3829 3.9626 -1.5377 -0.06
C -0.4562 2.7997 -1.2923 -0.28
C -0.4789 1.6039 -2.0153 -0.03
C 0.4298 0.5688 -1.7270 -0.03
C 1.4783 0.6911 -0.8104 -0.19
C 2.6677 -0.3143 -0.8006 -0.44
N 3.2488 -0.5451 -2.4174 -0.36
O 4.2684 -0.0105 -2.8354 0.05
O 2.5504 -1.3633 -3.0398 0.00
C 1.3925 1.8594 0.0060 -0.02
C 0.4737 2.8862 -0.2627 -0.05
H -1.0543 4.8026 -0.9174 0.07
H -1.3870 4.2942 -2.5808 0.07
H -2.4154 3.7356 -1.2489 0.08
H -1.2092 1.5063 -2.8210 0.11
H 0.2949 -0.3894 -2.2362 0.12
H 3.5223 0.2315 -0.3491 0.10
H 2.0107 2.0066 0.8875 0.11
H 0.4343 3.8151 0.3173 0.11

---

No. 5
31
Properties=species:S:1:pos:R:3:lowdin_charge:R:1 method="wB97M-V/def2-TZVPD" de_lowest_kj_mol=13.41 e_tot_ev=-42419.52171 homo_ev=-8.976 homo_lumo_gap_ev=7.58
O -0.6258 3.8466 0.6585 0.12
C -0.2117 3.1722 -0.2490 -0.39
C 0.7040 3.7319 -1.2575 0.03
C 0.8342 3.1256 -2.4318 0.03
C 0.1031 1.8815 -2.7110 -0.35
O 0.0209 1.4430 -3.8312 0.12
C -0.5268 1.1497 -1.5728 -0.12
C -0.9848 -0.2501 -1.8624 -0.13
C -0.8339 -1.2067 -0.6618 -0.23
C -2.0921 -1.2204 0.2054 -0.47
S -1.9444 -1.8392 1.9038 0.88
C -0.4779 -1.0479 2.5300 -1.07
S -0.6085 0.2690 3.4620 0.73
N 0.7537 -1.6400 2.2676 -0.15
C 0.9725 -2.8498 1.6191 -0.09
C 2.3269 -3.0361 1.6220 -0.13
N 2.9545 -1.9912 2.2568 0.07
C 2.0097 -1.1766 2.6416 -0.16
C -0.6456 1.7725 -0.3986 0.07
H 1.2118 4.6465 -0.9966 0.12
H 1.4680 3.5360 -3.2019 0.12
H -0.4413 -0.6386 -2.7143 0.12
H -2.0414 -0.2116 -2.1342 0.13
H -0.6834 -2.2036 -1.0648 0.11
H 0.0465 -0.8934 -0.1126 0.10
H -2.8274 -1.8791 -0.2505 0.08
H -2.5463 -0.2333 0.2043 0.07
H 0.1762 -3.4475 1.2289 0.09
H 2.8257 -3.8835 1.1893 0.10
H 2.1497 -0.2551 3.1715 0.10
H -1.0660 1.3294 0.4900 0.10

---

No. 6
32
Properties=species:S:1:pos:R:3:lowdin_charge:R:1 method="wB97M-V/def2-TZVPD" de_lowest_kj_mol=0.00 e_tot_ev=-25779.62078 homo_ev=-8.743 homo_lumo_gap_ev=8.94
C -0.6530 -2.7311 0.6747 -0.02
O 0.1618 -1.5718 0.5273 -0.08
C 1.4596 -1.7540 0.1758 -0.42
O 1.9286 -2.8528 0.0152 0.11
C 2.2447 -0.5067 0.0241 -0.05
C 3.6206 -0.7121 -0.1253 -0.01
C 4.4971 0.3371 -0.2898 -0.08
C 4.0018 1.6325 -0.3164 -0.06
C 2.6489 1.8659 -0.1788 0.00
C 1.7503 0.8131 -0.0025 -0.14
N 0.3849 1.0485 0.1127 0.15
C -0.2740 2.2427 0.1763 -0.50
O 0.2229 3.3420 0.2356 0.09
N -1.6600 2.1149 0.2244 0.16
C -2.5016 1.0629 -0.0552 -0.28
C -2.2050 0.0030 -0.9291 -0.09
N -3.0540 -0.9876 -1.1120 0.07
C -4.2178 -0.9416 -0.4755 -0.13
C -4.5535 0.1495 0.3119 -0.12
N -3.7009 1.1375 0.5233 0.13
H -1.4116 -2.7239 -0.1096 0.08
H -0.0345 -3.6258 0.5932 0.09
H -1.1258 -2.6835 1.6552 0.10
H 3.9754 -1.7314 -0.1069 0.12
H 5.5540 0.1508 -0.3981 0.10
H 4.6722 2.4685 -0.4465 0.11
H 2.2677 2.8729 -0.1987 0.10
H -0.1635 0.2106 0.2638 0.10
H -2.1315 2.9327 0.5927 0.16
H -1.2988 -0.0336 -1.5170 0.12
H -4.8849 -1.7762 -0.6307 0.10
H -5.5201 0.2472 0.7858 0.11

---

No. 7
38
Properties=species:S:1:pos:R:3:lowdin_charge:R:1 method="wB97M-V/def2-TZVPD" de_lowest_kj_mol=127.06 e_tot_ev=-96483.17696 homo_ev=-3.475 charge=-1 homo_lumo_gap_ev=4.69
Pt -0.6325 0.7929 0.0561 0.41
N -1.3347 4.6342 -1.7321 0.03
C -1.0392 3.5579 -0.9150 -0.89
S -0.0319 2.3159 -1.6157 0.47
N -1.4837 3.5882 0.2948 -0.02
N -1.0282 2.4984 1.0634 -0.24
C -1.1337 2.6706 2.3409 -0.11
C -0.6297 1.8526 3.3962 -0.18
C -1.0445 2.1923 4.6958 -0.09
C -0.6082 1.5147 5.8054 -0.14
C 0.2996 0.4528 5.6153 -0.12
C 0.7520 0.1042 4.3755 -0.03
C 0.3254 0.7856 3.1825 -0.44
O 0.7785 0.4696 2.0511 -0.17
H -1.3480 4.4215 -2.7150 0.05
H -2.1021 5.1950 -1.3990 0.08
H -1.6382 3.5924 2.6328 0.12
H -1.7417 3.0165 4.8095 0.10
H -0.9498 1.7856 6.7948 0.08
H 0.6518 -0.1017 6.4783 0.09
H 1.4490 -0.7124 4.2391 0.10
S -0.3592 -4.7440 -0.8931 -0.20
Sb -1.8372 -2.9622 -0.5010 0.38
S -0.5333 -0.8488 -1.4277 -0.09
S -2.2925 -0.4527 1.2498 -0.11
S -1.3949 -2.2820 1.7057 -0.16
S 1.5033 -1.4083 -1.3740 0.55
C 1.5862 -2.1660 -2.9784 -0.62
N 1.1139 -3.4180 -3.1197 0.01
C 1.0951 -4.0667 -4.2845 -0.06
C 1.6046 -3.4686 -5.4181 -0.04
C 2.1080 -2.1702 -5.3096 -0.04
C 2.0969 -1.5113 -4.0919 -0.06
H 0.5979 -3.9096 -2.2320 -0.12
H 0.6561 -5.0548 -4.2575 0.13
H 1.5940 -3.9999 -6.3576 0.11
H 2.4971 -1.6654 -6.1840 0.11
H 2.4538 -0.4983 -3.9810 0.12